20
Properties=species:S:1:pos:R:3:forces:R:3:lowdin_charge:R:1 method="wB97M-V/def2-TZVPD" de_lowest_ev=3.575 homo_lumo_gap_ev=8.732 homo_energy_ev=-7.88 e_lumo_ha=0.03112 fmax_ev_per_a=1.9
N -0.9477 -2.2416 1.4158 -0.28 -0.24 -0.08 0.10
H 3.0094 1.1819 -0.1227 -0.04 0.00 0.00 0.08
C 2.1716 1.4833 -0.7464 0.03 0.12 0.13 0.00
H -0.7999 -3.0094 0.7775 -0.02 0.10 0.03 0.10
C 0.9357 1.6732 0.0929 0.38 -0.85 0.75 -0.57
H -2.1931 -1.2502 -0.8022 -0.04 -0.11 0.05 -0.01
N -0.2330 1.6685 -0.5723 -0.78 -0.76 -0.94 0.13
C -1.1734 -0.9970 -1.1010 -0.23 -1.01 1.01 -0.12
C -0.4703 -1.0323 1.0067 0.50 0.36 -1.38 -0.38
H -0.4593 0.7445 -1.1212 0.52 1.61 0.95 0.07
H -1.8775 -2.2246 1.8135 0.06 0.06 -0.06 0.11
O 0.9997 1.7287 1.3403 0.16 0.52 -0.72 0.00
O -0.8477 -0.0079 1.7394 0.26 0.53 0.37 0.02
H -1.2970 -0.5165 -2.0762 0.25 0.59 -0.01 -0.01
H 0.5484 -1.0419 0.6335 -0.01 -0.03 0.21 0.13
H -0.1123 0.7145 1.8000 -0.74 -0.57 -0.41 0.08
H 2.4177 2.4229 -1.2427 -0.02 0.00 -0.01 0.09
H -0.6422 -1.9247 -1.3365 -0.04 -0.11 0.07 -0.01
H 1.9920 0.7427 -1.5267 -0.05 0.01 0.00 0.08
H -1.0210 1.8861 0.0283 0.08 -0.20 0.04 0.11

---

22
Properties=species:S:1:pos:R:3:forces:R:3:lowdin_charge:R:1 method="wB97M-V/def2-TZVPD" de_lowest_ev=0.763 homo_lumo_gap_ev=8.851 total_charge=-1 homo_energy_ev=-5.10 e_lumo_ha=0.13777 fmax_ev_per_a=6.3
H 0.0950 0.2451 -2.5256 0.11 0.84 -0.39 0.03
C 0.4064 0.2273 -0.0882 -0.37 -1.18 -4.61 -0.46
H 0.1347 -2.7451 1.7367 0.53 0.32 -0.89 0.08
H 0.0280 -0.1976 2.0027 1.27 -0.46 -0.75 0.14
H 2.0868 0.7065 0.6855 0.91 0.00 1.41 0.05
H -1.7255 -1.4700 0.2952 -0.55 0.70 0.61 0.07
C -0.0773 -0.7364 1.0177 0.79 3.23 1.23 -0.51
N -1.5108 -0.7478 1.0145 -1.91 -2.07 -1.68 0.02
O -1.8772 1.9280 -0.3125 1.76 -0.22 0.23 -0.25
H -1.9310 0.1272 0.6471 0.57 -0.65 0.45 0.05
H -1.8466 2.7579 -0.8027 -0.54 0.05 -0.31 0.02
C 0.6165 -2.0708 0.9786 1.03 0.00 0.67 -0.08
H 1.7399 -1.9252 1.2282 -1.92 -0.33 -0.41 0.10
C -0.1105 -0.4415 -1.7436 -3.16 2.73 4.76 0.01
O 0.3750 2.7626 -1.1617 -0.27 -1.12 1.14 -0.40
H 0.4815 -1.2582 -1.7794 1.58 -2.89 -0.45 -0.03
H 0.5534 -2.4248 -0.0654 0.00 -0.44 0.62 0.06
H 2.0912 1.2202 -0.7297 -0.34 0.26 -0.94 0.04
H -1.2538 -0.6332 -1.5887 2.23 0.16 -0.77 0.08
O 0.0086 2.3700 1.4140 0.33 -0.02 0.34 -0.35
P -0.1612 1.9321 0.0054 -1.65 1.93 -0.93 0.31
N 1.8767 0.3740 -0.2280 -0.39 -0.85 0.67 0.02